*P*
Formula: C3H11O
Source: OMol25
Level of theory: ωB97M-V/def2-TZVPD

As for the charge: +1. As for the HOMO energy: -13.73 eV.

```
15
C3H11O (ωB97M-V/def2-TZVPD)
O 2.893 -0.080 -1.315
H 2.345 0.693 -1.300
H 3.835 0.103 -1.095
H 2.738 -0.580 -2.145
C -0.616 -0.493 1.650
C -1.448 0.571 0.811
C -1.301 0.043 -0.778
H -0.969 -1.542 1.768
H -0.659 -0.188 2.685
H 0.444 -0.586 1.359
H -1.038 1.580 0.713
H -2.485 0.561 1.017
H -1.496 0.906 -1.525
H -0.234 -0.234 -0.905
H -2.010 -0.754 -0.940
```

Löwdin atomic charge list, values in e, 8 entries: O 0.376; H 0.169; H 0.219; H 0.214; C -0.129; C -0.217; C -0.114; H 0.082

*Q*
Formula: C3H11O
Source: OMol25
Level of theory: ωB97M-V/def2-TZVPD

As for the charge: +1. As for the HOMO energy: -15.58 eV.

```
15
C3H11O (ωB97M-V/def2-TZVPD)
O -2.199 1.064 1.161
H -3.059 1.494 1.045
H -1.626 1.828 1.383
H -1.701 0.190 1.057
C 1.401 -0.194 -1.520
C 0.567 -1.043 -0.529
C 0.358 -0.224 0.769
H 1.579 -0.778 -2.424
H 2.317 0.216 -1.096
H 0.797 0.670 -1.830
H 1.162 -1.927 -0.309
H -0.410 -1.175 -0.994
H -0.572 -0.609 1.261
H 1.167 -0.345 1.481
H 0.219 0.834 0.546
```

Löwdin atomic charge list, values in e, 8 entries: O 0.279; H 0.197; H 0.186; H 0.142; C -0.112; C -0.263; C -0.105; H 0.079

*R*
Formula: C3H11O
Source: OMol25
Level of theory: ωB97M-V/def2-TZVPD

As for the charge: +1. As for the HOMO energy: -15.61 eV.

```
15
C3H11O (ωB97M-V/def2-TZVPD)
O -1.262 -0.777 1.775
H -1.207 -0.276 2.630
H -1.559 -1.696 2.046
H -1.044 -0.437 0.822
C 1.583 0.167 -0.026
C 0.771 0.546 -1.253
C -0.716 0.294 -1.050
H 1.291 0.766 0.864
H 2.679 0.332 -0.161
H 1.450 -0.859 0.231
H 1.103 0.002 -2.158
H 0.882 1.643 -1.464
H -1.333 0.564 -1.951
H -0.917 -0.733 -0.864
H -1.077 0.869 -0.225
```

Löwdin atomic charge list, values in e, 8 entries: O 0.256; H 0.206; H 0.217; H 0.139; C -0.126; C -0.292; C -0.128; H 0.079

*S*
Formula: C3H11O
Source: OMol25
Level of theory: ωB97M-V/def2-TZVPD

As for the charge: +1. As for the HOMO energy: -15.37 eV.

```
15
C3H11O (ωB97M-V/def2-TZVPD)
O 2.359 -0.244 0.199
H 1.730 -0.089 -0.533
H 1.952 0.259 0.923
H 2.585 -1.141 0.608
C -1.069 -0.946 -0.928
C -1.484 0.373 -0.154
C -0.435 0.924 0.834
H 0.004 -0.889 -1.251
H -1.519 -1.082 -1.917
H -1.316 -1.846 -0.363
H -2.582 0.318 0.196
H -1.467 1.107 -0.971
H -0.769 1.913 1.423
H -0.074 0.124 1.531
H 0.511 1.169 0.255
```

Löwdin atomic charge list, values in e, 8 entries: O 0.299; H 0.148; H 0.138; H 0.242; C -0.099; C -0.285; C -0.137; H 0.048

Of them, *P* has the lowest stability.

*P*
Formula: C5H11N3O
Source: OMol25
Level of theory: ωB97M-V/def2-TZVPD

As for the HOMO energy: -8.04 eV.

```
20
C5H11N3O (ωB97M-V/def2-TZVPD)
C -1.346 0.285 0.195
C -0.250 -2.265 -0.132
N -0.494 -0.151 1.123
C 0.161 -1.401 1.027
C 0.043 1.327 -1.365
N -0.084 0.730 2.170
C -0.230 2.289 -2.234
O 1.260 0.965 -0.879
N 1.020 -1.676 1.924
H 1.965 1.493 -1.284
H 0.320 0.141 2.895
H 0.685 1.281 1.789
H 1.421 -2.598 1.789
H -1.797 1.234 0.476
H -0.919 0.386 -0.991
H -1.334 -2.351 -0.192
H 0.095 -1.823 -1.068
H 0.192 -3.255 -0.028
H -1.252 2.490 -2.520
H 0.545 2.900 -2.694
```

Löwdin atomic charge list, values in e, 8 entries: C 0.012; C -0.022; N -0.222; C -0.420; C -0.326; N 0.087; C -0.004; O -0.018

*Q*
Formula: C5H11N3O
Source: OMol25
Level of theory: ωB97M-V/def2-TZVPD

As for the HOMO energy: -8.86 eV.

```
20
C5H11N3O (ωB97M-V/def2-TZVPD)
C 1.598 -1.211 -0.307
C -0.093 -0.304 0.940
C -0.643 0.795 1.883
C -1.696 0.266 2.756
C 0.558 0.372 -2.180
H 2.027 -1.713 0.593
H 2.373 -0.877 -0.880
H 0.814 -1.786 -0.716
H 0.178 -1.446 1.517
H -0.775 -0.532 -0.295
H -1.072 1.769 1.304
H 0.098 1.393 2.818
H -2.536 0.986 2.972
H 1.609 -0.014 -2.399
H -0.349 0.079 -4.070
H -0.978 1.465 -2.921
N 1.020 0.208 0.107
N 0.300 0.646 -0.951
N -0.276 0.804 -3.290
O -2.156 -0.898 3.120
```

Löwdin atomic charge list, values in e, 8 entries: C -0.081; C -0.241; C -0.203; C -0.283; C -0.247; H 0.092; H 0.024; H 0.061

*R*
Formula: C5H11N3O
Source: OMol25
Level of theory: ωB97M-V/def2-TZVPD

As for the HOMO energy: -8.29 eV. The SMILES is CC(C)[C@@H]1C=NN(N)O1.

```
20
C5H11N3O (ωB97M-V/def2-TZVPD)
C 1.374 -1.545 -0.206
C 0.524 -0.352 -0.638
C -1.222 1.331 0.195
C -1.576 -1.040 0.186
C -0.496 -0.017 0.418
N 2.496 -1.226 0.288
N 2.669 0.088 0.444
N 3.942 0.481 -0.027
O 1.612 0.823 -0.185
H 0.937 -2.568 -0.336
H 0.459 -0.154 -1.753
H -1.958 1.311 -0.651
H -0.395 2.023 -0.086
H -1.644 1.762 1.202
H -1.169 -1.993 0.310
H -2.161 -1.033 -0.799
H -2.334 -1.152 1.031
H -0.125 0.117 1.442
H 3.934 1.063 -0.821
H 4.362 0.957 0.743
```

Löwdin atomic charge list, values in e, 8 entries: C -0.105; C -0.124; C -0.086; C -0.113; C -0.424; N 0.066; N -0.259; N 0.073

*S*
Formula: C5H11N3O
Source: OMol25
Level of theory: ωB97M-V/def2-TZVPD

As for the HOMO energy: -9.20 eV. The SMILES is [H]/N=C(/C)CO.CNC#N.

```
20
C5H11N3O (ωB97M-V/def2-TZVPD)
C 2.356 -0.757 0.473
O 2.611 -1.488 -0.703
C -2.032 -0.581 0.689
N -2.307 -1.040 1.710
H 3.502 -1.855 -0.677
H 3.229 -0.159 0.775
H 2.091 -1.423 1.305
C -2.968 0.315 -1.339
C 0.774 1.076 1.350
N -1.885 0.189 -0.376
C 1.187 0.250 0.177
N 0.790 0.475 -0.998
H -0.976 0.085 -0.842
H 1.358 0.076 -1.742
H -2.778 1.192 -1.957
H -3.018 -0.558 -2.001
H -3.918 0.415 -0.817
H 0.215 1.951 1.030
H 0.133 0.476 1.996
H 1.637 1.363 1.946
```

Löwdin atomic charge list, values in e, 8 entries: C -0.198; O -0.070; C -0.380; N 0.125; H 0.095; H 0.124; H 0.125; C -0.082

Of them, *Q* has the lowest stability.

*P*
Formula: C5H11N3O
Source: OMol25
Level of theory: ωB97M-V/def2-TZVPD

As for the HOMO energy: -8.13 eV.

```
20
C5H11N3O (ωB97M-V/def2-TZVPD)
C -2.290 0.037 -0.207
N 0.302 2.282 0.416
N -0.897 1.838 0.260
N -1.014 0.706 -0.360
H 0.268 3.142 0.958
H 1.293 1.180 0.796
H -2.156 -0.895 0.349
H -2.685 -0.207 -1.193
H -2.953 0.699 0.346
C 1.596 -0.126 0.787
C 0.050 0.068 -1.060
C 1.034 -0.897 1.711
C -0.115 -1.088 -1.742
O 2.667 -0.467 0.023
H 2.838 -1.415 0.106
H 0.756 0.814 -1.408
H 0.216 -0.522 2.304
H 1.292 -1.941 1.841
H -0.830 -1.843 -1.456
H 0.628 -1.364 -2.470
```

Löwdin atomic charge list, values in e, 8 entries: C -0.035; N -0.001; N -0.018; N -0.203; H 0.069; H 0.130; H 0.090; H 0.088

*Q*
Formula: C5H11N3O
Source: OMol25
Level of theory: ωB97M-V/def2-TZVPD

As for the HOMO energy: -6.60 eV. The SMILES is C/C=C(/O)C(N)=C(N)N.

```
20
C5H11N3O (ωB97M-V/def2-TZVPD)
C 0.569 0.280 2.095
C 1.254 -0.331 -0.293
C 0.096 0.181 -0.972
C -1.162 -0.053 -0.471
N 0.279 1.083 -2.060
N -1.563 -1.232 0.171
N -2.231 0.727 -0.911
C 1.325 -0.483 1.053
O 2.269 -0.746 -1.134
H 3.036 -0.991 -0.604
H -0.334 0.857 -2.836
H 1.245 1.069 -2.364
H -2.187 -1.085 0.955
H -0.774 -1.797 0.448
H -1.985 1.684 -1.116
H -3.134 0.490 -0.529
H 2.137 -1.089 1.449
H 1.264 0.748 2.795
H -0.031 1.065 1.637
H -0.075 -0.376 2.689
```

Löwdin atomic charge list, values in e, 8 entries: C -0.116; C -0.323; C -0.268; C -0.398; N 0.076; N 0.109; N 0.115; C -0.133

Of them, *P* has the lowest stability.